P) ORCA calculation (the ωB97M-V functional and the def2-TZVPD basis) on a single C4H7NS molecule.

## Properties
- orbital gap (eV) = 10.3
- structure (SMILES) = CC(C)(S)C#N

Last column: natural (NBO) charge in e.
Geometry (Å):
C  1.00  -1.29  -1.70  0.23
C  0.67  -0.61  0.75  -0.67
C  -0.12  1.00  -1.03  -0.61
C  -0.02  -0.52  -0.51  -0.11
N  1.66  -1.74  -2.52  -0.36
S  -1.41  -1.69  -0.74  0.06
H  -0.06  -0.27  1.57  0.23
H  1.07  -1.69  0.92  0.25
H  1.55  0.04  0.60  0.23
H  -0.83  1.07  -1.84  0.23
H  0.85  1.31  -1.42  0.23
H  -0.42  1.60  -0.23  0.21
H  -1.73  -1.74  0.47  0.10

***

Q) ORCA calculation (the ωB97M-V functional and the def2-TZVPD basis) on a single C4H7NS molecule.

## Properties
- orbital gap (eV) = 8.5
- structure (SMILES) = C=CCC(N)=S

Last column: natural (NBO) charge in e.
Geometry (Å):
C  -1.17  0.43  -0.64  0.11
C  -0.40  0.52  0.85  -0.49
C  0.98  -0.17  0.28  -0.16
C  2.29  0.10  0.18  -0.41
H  -2.06  -1.14  -1.69  0.41
H  -1.49  -1.40  0.01  0.37
H  -0.89  -0.31  1.49  0.20
H  -0.51  1.69  1.21  0.26
H  0.47  -1.19  0.08  0.16
H  2.79  0.98  0.87  0.22
H  2.88  -0.61  -0.27  0.21
N  -2.02  -0.59  -0.67  -0.79
S  -0.86  1.68  -1.69  -0.09

***

Stability summary: most stable P), least stable Q).

***

P) ORCA calculation (the ωB97M-V functional and the def2-TZVPD basis) on a single C4H7NS molecule.

## Properties
- orbital gap (eV) = 9.0
- structure (SMILES) = C[C@@H]1CC(=S)N1

Last column: natural (NBO) charge in e.
Geometry (Å):
C  -1.52  -0.21  -0.50  -0.62
C  -0.41  -0.08  0.54  -0.04
C  0.61  0.99  0.15  -0.48
C  1.64  -0.10  0.09  0.14
H  -2.14  0.72  -0.40  0.21
H  -2.20  -1.06  -0.31  0.22
H  -1.12  -0.25  -1.50  0.22
H  -0.78  -0.12  1.60  0.20
H  0.92  1.74  0.83  0.23
H  0.36  1.49  -0.79  0.23
H  0.68  -1.98  0.17  0.40
N  0.68  -1.01  0.25  -0.56
S  3.28  -0.13  -0.15  -0.16

***

Q) ORCA calculation (the ωB97M-V functional and the def2-TZVPD basis) on a molecular structure, C4H7NS.

## Properties
- orbital gap (eV) = 9.4

Last column: natural (NBO) charge in e.
Geometry (Å):
C  0.17  -0.50  0.20  0.40
C  1.42  -1.21  0.24  -0.61
C  1.14  1.17  0.32  -0.65
C  -2.04  0.12  -0.52  -0.45
N  -0.94  -0.80  -0.19  -0.43
S  2.43  0.16  -0.43  0.22
H  1.70  -1.43  1.32  0.23
H  1.42  -2.28  -0.10  0.24
H  0.87  2.03  -0.36  0.22
H  1.21  1.57  1.33  0.21
H  -2.19  1.14  -0.08  0.20
H  -3.07  -0.22  -0.10  0.21
H  -2.13  0.24  -1.63  0.22

***

Stability summary: most stable P), least stable Q).

***

P) ORCA calculation (the ωB97M-V functional and the def2-TZVPD basis) on 3 unconnected molecules or ions with the total composition C5H14NS2.

## Properties
- orbital gap (eV) = 4.0
- charge = +1

Last column: natural (NBO) charge in e.
Geometry (Å):
N  -2.79  3.28  0.70  -1.09
C  -2.99  -0.92  1.88  -0.37
C  -2.73  -1.80  0.89  -0.36
S  0.11  0.40  0.96  0.23
S  0.35  -0.39  -0.88  0.62
C  1.77  -1.45  -0.77  -0.60
C  3.01  -0.78  -1.43  -0.40
C  3.39  0.66  -0.93  -0.62
H  -2.53  2.25  0.61  0.35
H  -3.78  3.42  0.84  0.37
H  -2.46  3.88  0.03  0.36
H  -3.85  -0.98  2.56  0.23
H  -2.51  0.05  1.77  0.18
H  -1.70  -1.82  0.48  0.16
H  -3.47  -2.61  0.64  0.23
H  1.45  -2.35  -1.39  0.28
H  1.89  -1.74  0.28  0.27
H  2.71  -0.73  -2.49  0.22
H  3.85  -1.44  -1.30  0.25
H  4.07  1.15  -1.62  0.25
H  2.51  1.30  -0.93  0.19
H  3.71  0.62  0.13  0.23

***

Q) ORCA calculation (the ωB97M-V functional and the def2-TZVPD basis) on a gas-phase ion, C5H14NS2 (charge +1).

## Properties
- orbital gap (eV) = 9.2
- structure (SMILES) = CCCSSCC[NH3+]
- charge = +1

Last column: natural (NBO) charge in e.
Geometry (Å):
N  -2.27  -1.38  -1.74  -0.71
C  -1.07  -2.47  -1.88  -0.20
C  -0.48  -2.68  -0.47  -0.63
S  -0.78  -1.56  0.91  0.14
S  -0.45  0.36  0.69  0.07
C  1.30  0.89  0.99  -0.52
C  1.38  2.13  1.85  -0.43
C  1.38  3.43  1.12  -0.61
H  -1.93  -0.56  -1.22  0.45
H  -2.63  -1.06  -2.66  0.45
H  -2.95  -1.83  -1.14  0.44
H  -1.42  -3.37  -2.46  0.25
H  -0.54  -1.99  -2.69  0.23
H  -0.97  -3.54  -0.03  0.26
H  0.56  -3.04  -0.54  0.27
H  1.87  1.08  0.08  0.23
H  1.84  0.05  1.47  0.24
H  2.31  2.12  2.43  0.23
H  0.57  2.14  2.60  0.22
H  2.35  3.63  0.66  0.21
H  0.67  3.34  0.27  0.20
H  1.27  4.30  1.77  0.23

***

Stability summary: most stable Q), least stable P).

***

P) ORCA calculation (the ωB97M-V functional and the def2-TZVPD basis) on a single C4H3N3O molecule.

## Properties
- orbital gap (eV) = 9.3
- structure (SMILES) = N#C/C=N\N=C/C=O

Last column: natural (NBO) charge in e.
Geometry (Å):
C  1.77  0.32  -0.28  0.34
C  1.11  0.05  0.96  -0.05
C  -1.49  -0.51  -0.60  -0.05
C  -2.10  0.57  0.06  0.18
H  1.70  -0.64  -1.12  0.14
H  1.40  0.41  1.92  0.23
H  -1.96  -0.85  -1.61  0.25
N  0.22  -0.87  0.96  -0.15
N  -0.42  -1.13  -0.25  -0.19
N  -2.85  1.47  0.33  -0.23
O  2.61  1.18  -0.38  -0.47

***

Q) ORCA calculation (the ωB97M-V functional and the def2-TZVPD basis) on a single C4H3N3O molecule.

## Properties
- orbital gap (eV) = 8.1
- structure (SMILES) = c1[nH]oc2cnnc1-2

Last column: natural (NBO) charge in e.
Geometry (Å):
C  -0.67  -0.13  -0.18  0.26
C  -1.91  0.62  -0.06  -0.23
C  0.51  0.72  -0.39  -0.03
C  1.56  -0.22  -0.24  0.03
H  1.15  -2.09  0.88  0.42
H  -2.98  0.43  0.64  0.27
H  2.74  -0.23  0.03  0.25
N  1.03  -1.48  0.05  -0.25
N  -1.19  1.89  -0.09  -0.16
N  0.05  1.94  -0.51  -0.27
O  -0.29  -1.47  -0.11  -0.28

***

Stability summary: most stable P), least stable Q).

***

P) ORCA calculation (the ωB97M-V functional and the def2-TZVPD basis) on a single C4H3N3O molecule.

## Properties
- orbital gap (eV) = 8.7
- structure (SMILES) = C#Cc1nn[nH]c1O

Last column: natural (NBO) charge in e.
Geometry (Å):
C  0.67  0.47  -0.07  0.43
C  -0.33  -0.40  -0.16  -0.11
C  -1.80  -0.26  -0.05  -0.02
C  -2.97  0.00  0.01  -0.21
H  1.76  1.97  0.34  0.48
H  2.72  -0.23  -0.18  0.43
H  -3.98  0.06  0.27  0.23
N  1.71  -0.23  0.20  -0.42
N  1.35  -1.52  -0.08  -0.07
N  0.14  -1.67  -0.10  -0.14
O  0.72  1.81  -0.17  -0.60

***

Q) ORCA calculation (the ωB97M-V functional and the def2-TZVPD basis) on a molecular structure, C4H3N3O.

## Properties
- orbital gap (eV) = 8.2

Last column: natural (NBO) charge in e.
Geometry (Å):
C  -0.85  -0.36  -0.82  0.28
C  0.86  1.02  -0.03  0.10
C  1.17  0.10  1.10  0.09
C  -0.82  -0.83  0.67  0.55
H  -1.36  0.06  -2.31  0.36
H  1.30  2.26  0.15  0.19
H  2.51  0.15  1.38  0.19
N  -1.73  -0.64  -1.68  -0.48
N  0.08  0.75  -0.93  -0.46
N  0.40  -0.85  1.44  -0.40
O  -1.55  -1.66  1.02  -0.42

***

Stability summary: most stable Q), least stable P).

***

P) ORCA calculation (the ωB97M-V functional and the def2-TZVPD basis) on a single C4H3N3O molecule.

## Properties
- orbital gap (eV) = 8.0
- structure (SMILES) = O=c1ncccnn1

Last column: natural (NBO) charge in e.
Geometry (Å):
C  1.60  -0.39  0.00  0.68
C  0.19  1.27  -0.34  0.11
C  -0.90  0.61  0.47  -0.29
C  -1.28  -0.77  0.21  -0.03
H  0.09  2.29  -0.61  0.21
H  -1.82  0.96  0.90  0.24
H  -2.38  -1.15  0.24  0.24
N  1.35  0.85  -0.59  -0.39
N  -0.32  -1.69  -0.37  -0.13
N  0.88  -1.41  -0.55  -0.14
O  2.58  -0.56  0.65  -0.49

***

Q) ORCA calculation (the ωB97M-V functional and the def2-TZVPD basis) on a single C4H3N3O molecule.

## Properties
- orbital gap (eV) = 9.5
- structure (SMILES) = c1cc2onnc2[nH]1

Last column: natural (NBO) charge in e.
Geometry (Å):
C  1.52  -0.01  -0.03  0.00
C  0.69  1.16  -0.04  -0.35
C  -0.66  0.69  0.00  0.21
C  -0.61  -0.59  0.12  0.15
H  2.56  -0.27  -0.12  0.22
H  1.30  2.18  0.08  0.25
H  0.99  -1.92  -0.19  0.41
N  -2.72  -0.10  -0.01  0.09
N  -1.82  -1.12  -0.07  -0.23
N  0.68  -1.03  0.16  -0.50
O  -1.93  1.01  0.09  -0.26

***

Stability summary: most stable Q), least stable P).